Record 1
Computed, not measured: C3H6N2O2 in the gas phase at a distorted geometry, with ωB97M-V with the def2-TZVPD basis set.

```
13
Properties=species:S:1:pos:R:3
N -0.00067 -0.98048 1.28614
C 0.26467 0.29815 0.79741
N 0.80765 1.18701 1.64873
C -0.04449 0.51274 -0.51836
C -0.44039 -0.48700 -1.51189
O -0.58611 -1.72018 -1.33396
O -0.79894 0.06141 -2.72370
H 0.57857 -1.23235 2.04102
H -0.21076 -1.70444 0.55565
H 0.66417 2.12064 1.30485
H 0.53246 1.08908 2.58526
H 0.12723 1.59641 -0.89366
H -0.89337 -0.74101 -3.23750
```

SMILES: NC(N)=CC(=O)O
E_HOMO in eV: -8.4694
Gap between HOMO and LUMO in Ha: 0.3400
Energy relative to the best compared isomer or geometry (same formula, charge and spin) in eV: 0.854
Charge: 0

Partial atomic charges computed with the natural (NBO) method, in multiples of e:
1 N -0.82
2 C 0.45
3 N -0.78
4 C -0.55
5 C 0.76
6 O -0.68
7 O -0.68
8 H 0.37
9 H 0.44
10 H 0.39
11 H 0.38
12 H 0.21
13 H 0.49

=====

Record 2
Computed, not measured: a gas-phase ion, C23H27N4O4S (charge +1) at a distorted geometry, with ωB97M-V with the def2-TZVPD basis set.

```
59
Properties=species:S:1:pos:R:3
C 1.31365 2.81068 -2.49645
C 1.68211 1.21740 -2.53666
C 0.89026 0.45392 -3.70587
N 0.28076 -0.85938 -3.31716
N -0.39268 -0.81093 -2.10644
C -1.64155 -0.07262 -1.87971
S -2.48022 0.85063 -3.27404
C -2.36112 -0.00066 -0.50149
C -3.71141 0.82444 -0.25096
C -4.97888 0.14371 0.38365
C -6.23749 1.03131 0.55013
N -6.39807 2.40311 0.19580
C -5.22288 3.01120 -0.33797
C -3.84915 2.35370 -0.60554
C -1.74221 -0.76694 0.69742
C -2.36506 -0.83114 2.17135
O -3.35862 -1.54739 2.45415
O -1.79026 -0.10669 3.27844
C -2.42132 1.18992 3.38672
O -1.94389 1.95856 2.22682
O -2.45269 3.21872 2.41431
C -0.41150 -1.56636 0.43450
N 0.15748 -2.28212 1.57929
C 0.21939 -1.56521 -1.00953
C 1.54843 -2.42329 -1.21334
C 2.72788 -2.09974 -0.18698
C 3.60358 -0.82108 -0.17952
C 4.78041 -0.58821 0.83579
C 5.12610 -1.66696 1.91346
C 6.35731 -1.46705 2.94215
C 4.24722 -2.95126 1.91701
C 3.08504 -3.17696 0.90689
H 0.76417 3.11566 -3.45051
H 0.67659 2.97592 -1.56141
H 2.29735 3.36753 -2.34402
H 2.80971 1.18089 -2.79640
H 1.58770 0.75458 -1.49936
H 1.67280 0.21249 -4.52396
H 0.16144 1.19191 -4.19865
H -0.45522 -1.03777 -4.02777
H -1.88565 2.12266 -3.35322
H -5.00715 -0.94617 0.70450
H -7.15698 0.51488 1.01686
H -5.31097 4.12498 -0.62412
H -2.93448 2.85476 -1.05688
H -3.56592 1.12485 3.40824
H -2.02574 1.72572 4.33104
H -2.84734 3.45721 1.54382
H 0.19054 -1.65035 2.39948
H -0.33685 -3.15901 1.78970
H 1.98634 -2.39258 -2.26424
H 1.25110 -3.52661 -1.02563
H 3.44854 0.00092 -0.94863
H 5.38880 0.37802 0.77781
H 7.28122 -1.87460 2.37516
H 6.56074 -0.35700 3.16310
H 6.25401 -2.10358 3.88478
H 4.46103 -3.77928 2.68447
H 2.47358 -4.13934 0.90962
```

E_HOMO in eV: -10.8729
Gap between HOMO and LUMO in Ha: 0.2223
Charge: +1

Partial atomic charges computed with the natural (NBO) method, in multiples of e:
1 C -0.62
2 C -0.44
3 C -0.26
4 N -0.43
5 N -0.18
6 C 0.09
7 S 0.03
8 C -0.03
9 C -0.04
10 C -0.25
11 C 0.05
12 N -0.39
13 C 0.03
14 C -0.29
15 C -0.02
16 C 0.77
17 O -0.48
18 O -0.53
19 C 0.20
20 O -0.31
21 O -0.44
22 C 0.20
23 N -0.85
24 C 0.32
25 C -0.50
26 C -0.06
27 C -0.22
28 C -0.22
29 C 0.02
30 C -0.66
31 C -0.23
32 C -0.18
33 H 0.21
34 H 0.21
35 H 0.24
36 H 0.23
37 H 0.22
38 H 0.24
39 H 0.20
40 H 0.39
41 H 0.18
42 H 0.27
43 H 0.23
44 H 0.23
45 H 0.24
46 H 0.19
47 H 0.21
48 H 0.48
49 H 0.41
50 H 0.41
51 H 0.28
52 H 0.27
53 H 0.22
54 H 0.23
55 H 0.24
56 H 0.24
57 H 0.24
58 H 0.24
59 H 0.22

=====

Record 3
Computed, not measured: C8H12 in the gas phase at a distorted geometry, with ωB97M-V with the def2-TZVPD basis set.

```
20
Properties=species:S:1:pos:R:3
C -0.45566 -0.76954 -2.28639
C 0.57179 -0.18162 -1.68607
C 0.48006 0.65087 -0.48274
C 1.12760 1.81935 -0.30132
C -0.55025 0.26270 0.55769
C -1.53746 1.06846 0.91605
C -0.46272 -1.17747 1.00386
C 0.81267 -1.38597 1.85936
H -0.29500 -1.13116 -3.29377
H -1.43128 -0.93071 -1.84906
H 1.43818 0.10356 -2.28196
H 2.15030 1.89302 -0.66044
H 0.62171 2.68744 0.09208
H -2.33463 0.75173 1.57543
H -1.65079 2.10217 0.60979
H -0.37403 -1.81193 0.12737
H -1.34822 -1.41481 1.58809
H 0.52980 -1.73297 2.85862
H 1.46808 -2.17022 1.49046
H 1.33666 -0.45062 2.04001
```

SMILES: C=CC(=C)C(=C)CC
E_HOMO in eV: -8.2639
Gap between HOMO and LUMO in Ha: 0.3307
Energy relative to the best compared isomer or geometry (same formula, charge and spin) in eV: 1.775
Charge: 0

Partial atomic charges computed with the natural (NBO) method, in multiples of e:
1 C -0.38
2 C -0.22
3 C -0.05
4 C -0.37
5 C 0.01
6 C -0.41
7 C -0.44
8 C -0.61
9 H 0.20
10 H 0.20
11 H 0.21
12 H 0.20
13 H 0.21
14 H 0.19
15 H 0.19
16 H 0.22
17 H 0.21
18 H 0.21
19 H 0.21
20 H 0.22

=====

Record 4
Computed, not measured: 2 unconnected molecules or ions with the total composition C33H39BO5S at a distorted geometry, with ωB97M-V with the def2-TZVPD basis set.

```
79
Properties=species:S:1:pos:R:3
C -3.91005 5.37504 2.55255
O -3.03537 5.44836 1.40989
C -2.17007 4.44148 1.12581
C -1.28549 4.69414 0.05119
C -0.38443 3.71917 -0.30656
C -0.25896 2.50341 0.39201
C 0.85476 1.60105 -0.10593
B 0.54063 1.30234 -1.62010
O -0.76122 1.50934 -2.03496
C -0.88151 1.06704 -3.39194
C -2.01254 0.05222 -3.46308
C -1.30344 2.28493 -4.19964
C 0.56978 0.50999 -3.74467
C 0.59711 -0.94842 -4.16413
C 1.30810 1.30295 -4.81028
O 1.34869 0.67252 -2.52742
C 1.72014 0.84242 0.87174
C 3.01532 0.47321 0.44705
C 4.04782 0.30385 1.34470
C 3.78800 0.38889 2.73616
O 4.85231 0.43203 3.57911
C 4.59462 0.57077 4.99672
C 2.45392 0.51271 3.17293
C 1.46498 0.80784 2.24914
C -1.18557 2.22737 1.40122
C -2.11778 3.19544 1.79251
H -4.54599 6.25617 2.44609
H -4.52480 4.46532 2.54494
H -3.34890 5.44116 3.49345
H -1.34002 5.63681 -0.48704
H 0.23275 3.91691 -1.17820
H 1.61562 2.33542 -0.47346
H -2.15893 -0.26376 -4.50487
H -1.81015 -0.82655 -2.83916
H -2.95122 0.50593 -3.12004
H -1.43959 2.01247 -5.25473
H -2.26136 2.66149 -3.81708
H -0.56040 3.08992 -4.10553
H 0.06733 -1.06125 -5.12288
H 1.63785 -1.26357 -4.30922
H 0.12892 -1.60063 -3.41664
H 0.76958 1.23906 -5.76353
H 1.42670 2.35440 -4.51880
H 2.30576 0.85820 -4.93790
H 3.21021 0.39564 -0.62208
H 5.06688 0.15102 1.01632
H 5.58209 0.71815 5.43632
H 3.95460 1.43977 5.22128
H 4.13358 -0.34530 5.39648
H 2.20040 0.46207 4.23492
H 0.48467 1.04520 2.64322
H -1.24189 1.23564 1.85245
H -2.82289 2.97811 2.60062
C -0.55426 -2.53604 5.54878
O 0.57596 -2.27633 4.68123
C 0.34166 -2.24422 3.33981
C 1.36982 -2.69573 2.47702
C 1.04380 -3.13119 1.21155
C -0.26314 -2.93488 0.70722
C -0.63798 -3.44409 -0.57927
C -1.88740 -3.32853 -1.18507
C -2.02001 -4.08927 -2.38040
C -0.90086 -4.86364 -2.66611
C -0.80335 -5.89611 -3.72083
S 0.35169 -4.56941 -1.50617
C -1.22302 -2.25756 1.50666
C -0.91493 -1.87510 2.80034
H -0.11898 -3.01442 6.42783
H -1.03258 -1.58526 5.81729
H -1.30060 -3.20315 5.08333
H 2.39417 -2.75703 2.84051
H 1.79827 -3.64770 0.61537
H -2.69801 -2.73403 -0.77617
H -2.91448 -4.10509 -2.99517
H -1.81492 -6.22967 -3.98880
H -0.32694 -5.50382 -4.63213
H -0.23184 -6.75848 -3.35049
H -2.23699 -2.08316 1.14205
H -1.65563 -1.36399 3.41266
```

SMILES: COc1ccc(C(B2OC(C)(C)C(C)(C)O2)c2ccc(OC)cc2)cc1.COc1ccc(-c2ccc(C)s2)cc1
E_HOMO in eV: -7.2113
Gap between HOMO and LUMO in Ha: 0.2868
Energy relative to the best compared isomer or geometry (same formula, charge and spin) in eV: 0.000
Charge: 0

Partial atomic charges computed with the Löwdin method, in multiples of e:
1 C -0.07
2 O -0.10
3 C -0.28
4 C 0.01
5 C -0.04
6 C -0.18
7 C -0.07
8 B -0.60
9 O 0.13
10 C -0.45
11 C -0.01
12 C -0.02
13 C -0.44
14 C -0.01
15 C -0.02
16 O 0.15
17 C -0.15
18 C -0.03
19 C 0.00
20 C -0.28
21 O -0.10
22 C -0.07
23 C -0.03
24 C -0.04
25 C -0.03
26 C -0.01
27 H 0.09
28 H 0.09
29 H 0.09
30 H 0.12
31 H 0.12
32 H 0.16
33 H 0.10
34 H 0.08
35 H 0.10
36 H 0.09
37 H 0.10
38 H 0.09
39 H 0.10
40 H 0.10
41 H 0.08
42 H 0.09
43 H 0.09
44 H 0.10
45 H 0.12
46 H 0.11
47 H 0.09
48 H 0.09
49 H 0.09
50 H 0.11
51 H 0.09
52 H 0.10
53 H 0.10
54 C -0.06
55 O -0.10
56 C -0.29
57 C 0.00
58 C -0.04
59 C -0.25
60 C -0.47
61 C -0.13
62 C -0.14
63 C -0.60
64 C -0.12
65 S 1.07
66 C -0.02
67 C -0.03
68 H 0.09
69 H 0.09
70 H 0.10
71 H 0.12
72 H 0.10
73 H 0.10
74 H 0.11
75 H 0.08
76 H 0.08
77 H 0.08
78 H 0.11
79 H 0.11